1:
{"formula": "C6H8OS", "method": "the ωB97M-V functional and the def2-TZVPD basis", "species": ["C", "C", "C", "C", "C", "C", "H", "H", "H", "H", "H", "H", "H", "H", "O", "S"], "xyz": [[0.95808, 0.15648, 1.84438], [0.41066, 0.13536, 0.45721], [-0.70303, 1.01311, -0.07352], [-0.40737, 0.55026, -1.43693], [-0.62571, -0.95844, -1.40597], [0.12391, -1.25340, -0.11966], [1.31186, 1.19677, 2.15093], [-0.03770, 0.16746, 2.53660], [1.73239, -0.64130, 2.25587], [-1.68332, 0.80387, 0.29986], [-0.39622, 2.09785, 0.02766], [-0.82708, 1.12645, -2.29057], [-0.02932, -1.37099, -2.20782], [-1.65273, -1.29247, -1.23012], [0.40786, -2.37857, 0.33641], [1.41773, 0.64755, -1.14433]], "lumo_ev": 0.43, "homo_energy_ev": -9.08, "orbital_gap_ev": 9.507, "spin_multiplicity": 1}

***

2:
{"formula": "C6H8OS", "method": "the ωB97M-V functional and the def2-TZVPD basis", "species": ["C", "C", "C", "C", "C", "C", "O", "S", "H", "H", "H", "H", "H", "H", "H", "H"], "xyz": [[-1.78814, 0.33299, -1.82223], [-1.86815, 1.19458, -0.78309], [-0.27075, -0.11116, -1.42624], [1.25703, 0.42795, 1.22875], [0.95387, -1.02127, 1.65026], [-0.57889, 0.84921, -0.31201], [-0.00296, 1.10382, 0.82438], [2.05989, -2.09040, 0.61839], [-2.53286, -0.18143, -2.57767], [-2.73652, 1.92740, -0.49148], [-0.01206, -1.15750, -1.17547], [0.44492, 0.24409, -2.06662], [1.68301, 1.03517, 1.99919], [2.01621, 0.31492, 0.30038], [1.37695, -1.32793, 2.59224], [-0.00153, -1.54043, 1.44124]], "lumo_ev": -2.02, "homo_energy_ev": -6.05, "orbital_gap_ev": 4.030, "spin_multiplicity": 1}

***

3:
{"formula": "C6H8OS", "method": "the ωB97M-V functional and the def2-TZVPD basis", "species": ["C", "C", "C", "C", "C", "C", "O", "S", "H", "H", "H", "H", "H", "H", "H", "H"], "xyz": [[-0.46427, 0.12330, 0.32768], [2.33665, 0.21283, -0.09929], [-0.18947, -1.33091, 0.48757], [1.08078, -1.84965, -0.27908], [-0.66386, 1.31788, -0.19202], [-2.03716, 1.83154, 0.01883], [2.29623, -1.06722, 0.04828], [3.56242, 1.25429, 0.03463], [-0.13468, -1.63001, 1.55925], [-1.00199, -2.03464, -0.01105], [1.37648, -2.78863, -0.08198], [0.85498, -1.74910, -1.40473], [0.13720, 1.87027, -0.55634], [-2.58996, 1.97185, -0.91748], [-1.98113, 2.80787, 0.49195], [-2.58221, 1.06032, 0.57379]], "lumo_ev": [0.32, -0.32], "homo_energy_ev": [-7.71, -7.55], "orbital_gap_ev": [8.033, 7.230], "spin_multiplicity": 1}

***

4:
{"formula": "C6H8OS", "method": "the ωB97M-V functional and the def2-TZVPD basis", "species": ["C", "C", "C", "C", "C", "C", "H", "H", "H", "H", "H", "H", "H", "H", "O", "S"], "xyz": [[2.64988, 0.52792, -0.00764], [1.28230, 0.98058, -0.13444], [0.14833, 0.21925, -0.25120], [-1.23854, 0.78841, -0.12053], [-2.10603, -0.44641, 0.30576], [0.01175, -1.31046, -0.20131], [3.39396, 1.32667, 0.18098], [1.16232, 2.10859, -0.17757], [-1.60432, 1.17222, -1.08252], [-1.25648, 1.60504, 0.55679], [-3.14293, -0.33685, -0.00057], [-2.08092, -0.54797, 1.40485], [0.44966, -1.64183, 0.74658], [0.50309, -1.88370, -1.00295], [-1.42344, -1.57859, -0.23879], [3.25136, -0.98287, 0.02255]], "lumo_ev": -0.71, "smiles": "S=C/C=C1/CCOC1", "homo_energy_ev": -8.62, "orbital_gap_ev": 7.909, "spin_multiplicity": 1}

***

It is 2 that is the least stable of them.

***

1:
{"formula": "C6H8OS", "method": "the ωB97M-V functional and the def2-TZVPD basis", "species": ["C", "C", "C", "C", "C", "C", "H", "H", "H", "H", "H", "H", "H", "H", "O", "S"], "xyz": [[1.21609, 0.47483, 0.19939], [0.70674, -0.49055, -0.69988], [0.44646, 0.28597, -1.97725], [-0.38819, 1.47787, -1.23335], [-0.21035, 1.04949, 0.26513], [-0.65133, -0.35239, 0.11002], [1.09796, 0.25472, 2.26375], [1.89319, 1.00482, -0.63869], [1.18954, -1.48514, -0.71866], [-0.32919, -0.19925, -2.75053], [1.28522, 0.69757, -2.50486], [-1.40440, 1.47038, -1.34903], [-0.15799, 2.55449, -1.44640], [-0.67328, 1.85138, 1.01424], [2.01334, 0.03235, 1.29828], [-1.60777, -1.31745, 0.98498]], "lumo_ev": -0.05, "homo_energy_ev": -8.61, "orbital_gap_ev": 8.558, "spin_multiplicity": 1}

***

2:
{"formula": "C6H8OS", "method": "the ωB97M-V functional and the def2-TZVPD basis", "species": ["C", "C", "C", "C", "C", "C", "H", "H", "H", "H", "H", "H", "H", "H", "O", "S"], "xyz": [[0.01685, 1.38194, -0.50244], [0.49945, -0.75906, -1.71287], [-0.91179, -1.36622, -1.41371], [-1.23903, -1.28728, -0.02816], [-0.63771, -1.11072, 1.33363], [0.11442, -0.24564, 1.84759], [0.35540, 2.34113, -0.57047], [-0.99651, 1.19134, -0.48163], [1.31365, -1.26388, -1.01510], [0.92033, -0.83665, -2.69998], [-1.59650, -1.91996, -2.28635], [-2.44644, -1.42759, 0.03545], [-1.53361, -1.61674, 2.13884], [0.22849, -0.20512, 3.03834], [0.44717, 0.58112, -1.60668], [0.82029, 1.21315, 1.09688]], "lumo_ev": 0.43, "smiles": "C1=C\\COCS\\C=C/1", "homo_energy_ev": -8.42, "orbital_gap_ev": 8.855, "spin_multiplicity": 1}

***

3:
{"formula": "C6H8OS", "method": "the ωB97M-V functional and the def2-TZVPD basis", "species": ["C", "C", "C", "C", "C", "C", "H", "H", "H", "H", "H", "H", "H", "H", "O", "S"], "xyz": [[-0.45055, -1.57035, 0.15148], [-0.88150, -0.23724, -0.48924], [0.25830, 0.80459, -0.25068], [0.15809, 1.33310, 1.18601], [1.42599, 0.39429, -0.68887], [2.56357, -0.18617, -0.72178], [-1.01950, -2.44029, -0.40035], [-1.03084, -1.75327, 1.17476], [0.57295, -1.75451, -0.18647], [-0.87471, -0.57534, -1.61598], [-2.34760, 1.03949, -0.43800], [-0.86823, 0.93618, 1.68162], [1.10209, 1.34190, 1.78688], [3.54555, -0.23562, -1.00099], [-2.15442, 0.22117, -0.12782], [0.00081, 2.68205, -0.06057]], "lumo_ev": 0.23, "smiles": "C#C[C@@]1([C@@H](C)O)CS1", "homo_energy_ev": -9.12, "orbital_gap_ev": 9.354, "spin_multiplicity": 1}

***

It is 1 that is the least stable of them.

***

1:
{"formula": "C2H3NOS2", "method": "the ωB97M-V functional and the def2-TZVPD basis", "species": ["C", "C", "H", "H", "H", "N", "O", "S", "S"], "xyz": [[-1.19091, -0.36354, -0.17847], [0.95113, 0.96412, 0.26093], [-0.45018, -2.14730, 0.02001], [0.75989, 1.05416, 1.36581], [1.61537, 1.68458, -0.24755], [-0.11502, -1.19711, -0.40309], [-2.38559, -0.72012, -0.01151], [1.58189, -0.49423, -0.32922], [-0.76657, 1.21943, -0.47691]], "lumo_ev": -0.19, "smiles": "O=C1NSCS1", "homo_energy_ev": -9.28, "orbital_gap_ev": 9.092, "spin_multiplicity": 1}

***

2:
{"formula": "C2H3NOS2", "method": "the ωB97M-V functional and the def2-TZVPD basis", "species": ["C", "C", "N", "O", "S", "S", "H", "H", "H"], "xyz": [[3.56610, -0.15672, -0.14954], [-2.67137, 0.72403, 0.37232], [2.68643, 0.24789, -0.80772], [4.37102, -0.40557, 0.60639], [-2.93193, -0.82315, -0.22457], [-1.47255, -2.02349, -0.11283], [-1.86273, 1.00151, 0.91027], [-3.40449, 1.46503, 0.29170], [1.71952, -0.02953, -0.88603]], "lumo_ev": -1.25, "homo_energy_ev": -9.14, "orbital_gap_ev": 7.891, "spin_multiplicity": 1}

***

3:
{"formula": "C2H3NOS2", "method": "the ωB97M-V functional and the def2-TZVPD basis", "species": ["C", "C", "N", "O", "S", "S", "H", "H", "H"], "xyz": [[-0.94310, 0.05381, -0.38292], [1.14293, -0.35970, 0.76061], [-0.42541, 0.48514, -1.47135], [-0.18534, -0.29000, 0.78528], [2.24444, 0.98815, 0.25404], [2.05316, -0.85431, -0.62914], [-2.00720, -0.04745, -0.11752], [1.41374, -0.79436, 1.86071], [0.56212, 0.58113, -1.38197]], "lumo_ev": -0.17, "smiles": "[H]/N=C\\OC1SS1", "homo_energy_ev": -8.82, "orbital_gap_ev": 8.648, "spin_multiplicity": 1}

***

It is 3 that is the least stable of them.

***

1:
{"formula": "C2H3NOS2", "method": "the ωB97M-V functional and the def2-TZVPD basis", "species": ["C", "C", "N", "O", "S", "S", "H", "H", "H"], "xyz": [[-1.35310, 0.60490, 0.32448], [0.54000, -0.54208, -0.15701], [-1.31599, 0.09171, 1.43041], [-0.41819, 0.31316, -0.66947], [0.02777, -0.88313, 1.55810], [2.26571, 0.20737, -0.24847], [-2.19749, 1.23014, 0.00116], [0.55436, -1.52169, -0.83114], [1.89691, 0.49961, -1.40805]], "lumo_ev": 0.77, "homo_energy_ev": -8.78, "orbital_gap_ev": 9.551, "spin_multiplicity": 1}

***

2:
{"formula": "C2H3NOS2", "method": "the ωB97M-V functional and the def2-TZVPD basis", "species": ["C", "C", "H", "H", "H", "N", "O", "S", "S"], "xyz": [[-0.17533, -0.64667, -0.14871], [1.79076, 0.91525, -0.05517], [-3.57965, -0.70869, 0.72737], [0.71140, -1.39983, 0.07989], [1.92334, 1.97672, 0.08015], [-1.39015, -0.91939, -0.10525], [0.33823, 0.65946, -0.01141], [-2.60900, 0.35931, -0.30881], [2.99041, -0.23617, -0.25805]], "lumo_ev": -0.81, "homo_energy_ev": -9.12, "orbital_gap_ev": 8.306, "spin_multiplicity": 1}

***

3:
{"formula": "C2H3NOS2", "method": "the ωB97M-V functional and the def2-TZVPD basis", "species": ["C", "C", "H", "H", "H", "N", "O", "S", "S"], "xyz": [[-0.83788, 0.27997, 0.20863], [0.87222, -0.71724, 1.33362], [0.30914, 0.89186, -3.02572], [-1.86181, 0.68326, 0.31544], [1.34993, -0.53429, 0.37178], [-0.13114, 0.27621, -0.84661], [-0.41331, -0.39571, 1.30960], [-0.84642, 0.94749, -2.28307], [1.55926, -1.43156, 2.61634]], "lumo_ev": -0.24, "smiles": "S=CO/C=N/S", "homo_energy_ev": -9.03, "orbital_gap_ev": 8.785, "spin_multiplicity": 1}

***

4:
{"formula": "C2H3NOS2", "method": "the ωB97M-V functional and the def2-TZVPD basis", "species": ["C", "C", "H", "H", "H", "N", "O", "S", "S"], "xyz": [[0.38918, 1.27236, 0.27342], [-0.55093, -1.39038, 0.72138], [0.04516, -0.08590, -1.47616], [0.68158, 1.99719, 1.15198], [0.53331, -1.77528, 0.29446], [1.01383, 1.51508, -0.80068], [0.67105, 0.68204, -1.85668], [-1.04619, 0.29279, 0.46130], [-1.73700, -2.50790, 1.23098]], "lumo_ev": -1.19, "smiles": "O/N=C\\SC=S", "homo_energy_ev": -9.40, "orbital_gap_ev": 8.209, "spin_multiplicity": 1}

***

It is 2 that is the least stable of them.